Below is C26H25BrN3O5W as an isolated structure, with properties calculated with ωB97M-V/def2-TZVPD.

The geometry in XYZ format:
```
61
Properties=species:S:1:pos:R:3:mulliken_charge:R:1
W 0.2688 -0.8506 -0.3608 1.8751
C 0.0579 -0.2868 -4.8136 -0.4331
O -0.7423 -1.4722 -4.7628 -0.4941
C -1.8569 -1.3958 -3.9895 0.3492
C -3.1077 -1.4803 -4.5765 -0.3487
C -4.2744 -1.4721 -3.8127 -0.7626
C -4.1961 -1.3764 -2.4426 -1.1030
C -2.9411 -1.2987 -1.8214 0.5210
C -2.8588 -1.2174 -0.3951 0.1436
N -1.7679 -1.1010 0.2877 0.5191
N -1.9551 -1.0097 1.6682 -1.0250
C -0.8164 -1.1253 2.2562 0.5844
O 0.2799 -1.3317 1.5272 -0.6496
C -0.6618 -1.0571 3.7115 0.4258
C -1.7706 -0.8016 4.5184 -0.3827
C -1.6147 -0.7278 5.8902 -0.6597
C -0.3594 -0.9090 6.4589 -0.3993
C 0.7431 -1.1650 5.6565 -0.7263
C 0.5961 -1.2389 4.2809 -0.3174
C -1.7791 -1.3186 -2.5958 0.2097
O -0.5761 -1.3032 -2.0011 -0.7212
H 0.8232 -0.4749 -5.5612 0.2900
H 0.5299 -0.0831 -3.8522 -0.0410
H -0.5487 0.5666 -5.1246 0.2981
H -3.1503 -1.5612 -5.6548 0.4986
H -5.2358 -1.5397 -4.3013 0.4195
H -5.0905 -1.3655 -1.8331 0.4320
H -3.7766 -1.2469 0.1851 0.4940
H -2.7415 -0.6641 4.0629 0.4323
H -2.4715 -0.5303 6.5198 0.4001
H -0.2421 -0.8514 7.5329 0.4034
H 1.7177 -1.3089 6.1025 0.4168
H 1.4481 -1.4433 3.6473 0.4917
C 1.4003 2.8393 -0.7516 -1.5333
C 0.2651 2.2680 0.0972 1.5715
C 0.5224 2.4785 1.5891 -1.5319
C -1.0875 2.8427 -0.3190 -1.5331
N 0.2250 0.8368 -0.1391 -0.2567
H 1.4539 3.9170 -0.5974 0.4350
H 1.2264 2.6483 -1.8107 0.3557
H 2.3562 2.3991 -0.4677 0.3726
H 0.5523 3.5465 1.8050 0.4395
H 1.4751 2.0384 1.8846 0.3776
H -0.2724 2.0295 2.1868 0.3391
H -1.0931 3.9193 -0.1494 0.4290
H -1.8919 2.3980 0.2684 0.3491
H -1.2773 2.6582 -1.3770 0.3656
Br 3.9404 -4.2517 0.5282 -0.1201
C 4.5184 -3.3225 -1.0036 0.1818
C 5.7270 -3.7271 -1.5507 -0.5329
C 6.2344 -3.0953 -2.6737 -0.4664
C 5.5458 -2.0456 -3.2690 -0.7810
C 4.3464 -1.6373 -2.7294 -0.4379
C 3.8117 -2.2659 -1.5955 0.0156
C 2.5368 -1.7483 -1.1232 1.2943
O 1.9846 -0.7186 -1.6405 -0.5686
O 1.8456 -2.2464 -0.1639 -0.6082
H 6.2672 -4.5405 -1.0881 0.4297
H 7.1784 -3.4280 -3.0846 0.3997
H 5.9440 -1.5546 -4.1456 0.4136
H 3.7910 -0.8228 -3.1729 0.4603
```

Output
spin multiplicity = 1
HOMO level = -11.5 eV
net charge = +1
frontier orbital gap = 0.282 Eh
energy relative to the best compared isomer or geometry (same formula, charge and spin) = 2.7 kcal/mol
lowest unoccupied orbital energy = -3.80 eV

---

Below is C6H10O as an isolated structure in a non-equilibrium geometry, with properties calculated with ωB97M-V/def2-TZVPD.

The geometry in XYZ format:
```
17
Properties=species:S:1:pos:R:3:mulliken_charge:R:1
C -1.2154 0.1522 1.1548 -0.5293
C -0.8293 -1.0671 0.7803 -0.6775
C -0.3815 0.8815 0.1227 -0.1018
C 0.0517 -0.5074 -0.2568 0.3360
C -1.1199 1.6579 -1.0103 -1.1017
C 2.2075 -0.7680 0.5488 -1.0456
O 0.1399 -0.8999 -1.5207 -0.4713
H -1.9508 0.5299 1.7804 0.4822
H -0.8569 -2.0866 1.0176 0.4733
H 0.3672 1.4131 0.6509 0.4339
H -1.8715 0.9156 -1.3905 0.2688
H -0.2633 1.6325 -1.7578 0.2811
H -1.6990 2.4800 -0.5476 0.3762
H 2.2995 -0.5368 1.7128 0.2376
H 2.9554 -0.1946 -0.0908 0.2590
H 2.3022 -1.7643 0.4218 0.4102
H -0.1358 -1.8383 -1.6157 0.3688
```

Output
spin multiplicity = 1
HOMO level = -7.6 eV
net charge = 0
frontier orbital gap = 0.305 Eh
energy relative to the best compared isomer or geometry (same formula, charge and spin) = 112.3 kcal/mol
lowest unoccupied orbital energy = 0.75 eV

---

Below is C21H25N3O4S3Zn as an isolated structure in a non-equilibrium geometry, with properties calculated with ωB97M-V/def2-TZVPD.

The geometry in XYZ format:
```
57
Properties=species:S:1:pos:R:3:mulliken_charge:R:1
Zn -0.4344 -0.0591 0.1070 0.4098
N -1.5740 -0.4950 4.2693 -0.4123
C -1.3254 -0.2987 2.9537 0.5689
O -0.3118 -0.7493 2.4344 -0.6132
C -2.3858 0.4648 2.1843 -0.9518
C -1.8383 1.1278 0.9137 -1.0557
H -0.9203 -1.0305 4.8133 0.2551
H -2.3659 -0.0811 4.7242 0.1863
H -2.8584 1.1835 2.8623 0.4621
H -3.1367 -0.2833 1.9076 0.2637
H -1.4199 2.1023 1.1856 0.6200
H -2.6693 1.3388 0.2397 0.4859
O 3.8699 1.1653 0.2007 -0.7334
C 4.3890 -0.0457 -0.0972 0.2012
C 5.7757 -0.1919 -0.0874 -0.6975
C 6.3504 -1.4079 -0.3955 -0.3341
C 5.5543 -2.5025 -0.7209 -0.7961
C 4.1810 -2.3690 -0.7188 -0.3796
C 3.5765 -1.1474 -0.4092 0.3148
C 2.0995 -1.0321 -0.3407 1.0460
O 1.5723 0.1518 -0.2394 -1.0001
N 1.4301 -2.1574 -0.3939 -0.6507
N 0.0839 -1.9989 -0.2167 0.5204
C -0.6742 -2.9872 -0.4529 0.1853
S -0.1147 -4.5163 -1.1242 -0.0636
C -1.7520 -5.3133 -0.9965 -0.5561
C -2.8050 -4.2508 -1.2238 -0.6737
S -2.3895 -2.8728 -0.1107 -0.1247
H 2.8943 1.0707 0.1434 0.4049
H 6.3799 0.6675 0.1724 0.4434
H 7.4282 -1.5089 -0.3765 0.3691
H 6.0060 -3.4552 -0.9635 0.3984
H 3.5337 -3.2001 -0.9553 0.5106
H -1.8432 -5.7446 -0.0006 0.2965
H -1.8000 -6.1012 -1.7468 0.3799
H -3.8048 -4.6044 -0.9771 0.3817
H -2.7861 -3.8756 -2.2462 0.2810
C -1.4399 6.2668 -0.9535 -1.4596
C -0.9938 4.9147 -1.4366 1.0103
C 0.3535 4.5887 -1.5264 -0.7358
C 0.7597 3.3310 -1.9522 -0.6310
C -0.1968 2.3895 -2.2855 0.4579
C -1.5479 2.6884 -2.1838 -0.4077
C -1.9417 3.9470 -1.7749 -0.7798
S 0.2919 0.7363 -2.8079 0.6001
C -0.2743 0.9329 -4.5345 -1.1282
O -0.7416 -0.1762 -2.2062 -0.5935
H -0.5921 6.9340 -0.8096 0.3657
H -1.9701 6.1661 -0.0049 0.3074
H -2.1253 6.7269 -1.6665 0.3550
H 1.0964 5.3292 -1.2564 0.3259
H 1.8123 3.0775 -1.9984 0.3862
H -2.2786 1.9210 -2.4084 0.4790
H -2.9961 4.1849 -1.6985 0.3579
H -1.3207 1.2280 -4.5335 0.3471
H -0.1537 -0.0302 -5.0275 0.4101
H 0.3404 1.6903 -5.0184 0.3906
```

Output
spin multiplicity = 1
HOMO level = -7.4 eV
net charge = 0
frontier orbital gap = 0.285 Eh
energy relative to the best compared isomer or geometry (same formula, charge and spin) = 0.0 kcal/mol
lowest unoccupied orbital energy = 0.36 eV

---

Below is one molecule with the formula CH3NOS2 in a non-equilibrium geometry, with properties calculated with ωB97M-V/def2-TZVPD.

The geometry in XYZ format:
```
8
Properties=species:S:1:pos:R:3:mulliken_charge:R:1
C 1.5526 0.5052 -0.6376 -0.0642
N 0.5039 0.7795 0.2115 -0.2755
O -1.6539 -0.7416 -0.2482 -0.4001
S 2.9906 0.0801 -0.0881 -0.3368
S -1.2420 0.8388 -0.2810 0.1179
H 1.3903 0.2334 -1.5928 0.3692
H 0.7075 0.9974 1.1737 0.2658
H -2.0595 -0.8823 0.5392 0.3237
```

Output
spin multiplicity = 1
HOMO level = -8.7 eV
net charge = 0
frontier orbital gap = 0.325 Eh
SMILES = OSNC=S
energy relative to the best compared isomer or geometry (same formula, charge and spin) = 21.8 kcal/mol
lowest unoccupied orbital energy = 0.11 eV

---

Below is C46H41BN5O4S2TeW as an isolated structure in a non-equilibrium geometry, with properties calculated with ωB97M-V/def2-TZVPD.

The geometry in XYZ format:
```
101
Properties=species:S:1:pos:R:3:mulliken_charge:R:1
W 1.0562 -0.9148 0.2026 1.5999
N 2.0504 -4.2368 -2.5259 -0.4254
C 1.9828 -3.3296 -1.4937 0.6682
S 0.8156 -2.1049 -1.7656 -0.6036
N 2.7654 -3.4595 -0.4694 -1.7545
N 2.4832 -2.5488 0.4685 0.9211
C 3.2688 -2.4609 1.5266 -0.8295
C 3.0013 -1.4620 2.5230 0.9000
C 3.6898 -1.4279 3.7497 -1.0218
C 3.3329 -0.4814 4.6886 -0.4361
C 2.3024 0.4125 4.3895 -0.9269
C 1.7072 0.3289 3.1367 0.0942
N 2.0287 -0.5545 2.2091 -0.0495
H 1.5388 -4.0503 -3.3663 0.1868
H 2.6844 -5.0175 -2.5142 0.2205
H 4.1152 -3.1426 1.6181 0.4158
H 4.4610 -2.1466 3.9786 0.5091
H 3.8500 -0.4680 5.6444 0.4323
H 1.9486 1.1241 5.1237 0.5198
H 0.9102 1.0267 2.8806 0.2057
C -1.5539 3.7628 -6.8421 -1.5757
C -1.0730 3.4698 -5.4560 0.3853
C -0.8725 4.5005 -4.5461 -1.0370
C -0.4687 4.2973 -3.2411 1.0816
C -0.2547 5.5408 -2.4155 -1.8474
C -0.2312 2.9888 -2.8075 0.0938
Te 0.3221 3.0562 -0.5766 -0.0156
N 1.2345 1.2220 -0.4455 0.7153
C 2.5356 1.0875 -0.6501 0.5531
O 2.9943 -0.0798 -0.3904 -0.6563
C 3.5200 2.1181 -1.1092 -0.3033
C 4.7004 2.2147 -0.3745 -0.8785
C 5.6574 3.1874 -0.6545 -0.6552
C 5.4505 4.0933 -1.6884 -0.5060
C 4.3242 3.9381 -2.4832 -0.9183
C 3.3725 2.9683 -2.2043 0.2529
C -0.2389 2.8362 1.5883 -0.0207
C -1.2398 2.0166 2.0869 -0.2981
C -1.5415 2.0135 3.4476 -0.6425
C -0.8687 2.8393 4.3248 -0.8667
C 0.0577 3.7425 3.8102 -0.8650
C 0.3965 3.7632 2.4558 1.3755
C 1.4273 4.7573 2.0031 -1.5888
C -0.3588 1.9369 -3.7077 1.3577
C -0.0198 0.5043 -3.4280 -0.8724
C -0.7800 2.1875 -5.0141 -0.8749
H -1.5183 4.8160 -7.0824 0.3812
H -2.6023 3.4409 -6.9388 0.2869
H -0.9776 3.2018 -7.5847 0.3608
H -1.0866 5.5062 -4.8799 0.3106
H -0.3893 6.4222 -3.0328 0.4825
H 0.7511 5.6042 -2.0088 0.2602
H -0.9741 5.6238 -1.5879 0.3023
H 4.8824 1.5255 0.4330 0.4295
H 6.5435 3.2251 -0.0339 0.3925
H 6.1716 4.8636 -1.9242 0.4118
H 4.1885 4.5601 -3.3565 0.4389
H 2.5055 2.8987 -2.8507 0.6434
H -1.7698 1.3365 1.4232 0.5703
H -2.2880 1.3417 3.8268 0.5010
H -1.1047 2.7982 5.3732 0.4297
H 0.5432 4.4259 4.4958 0.3576
H 1.7954 5.3169 2.8598 0.4504
H 1.0179 5.4812 1.2893 0.2688
H 2.2965 4.2660 1.4958 0.2208
H 0.6985 0.3907 -2.6167 -0.5952
H 0.4211 0.0154 -4.2928 0.6860
H -0.8985 -0.0551 -3.1629 0.2874
H -0.8721 1.3550 -5.6765 0.5046
C -1.8171 -9.0418 3.4341 -0.9107
C -3.2928 -9.2441 3.3333 0.6615
O -3.8422 -10.3037 3.4221 -0.5328
S -4.3747 -7.8152 3.0611 -0.1277
C -3.2941 -6.4281 2.7328 -0.2198
C -2.7891 -6.2480 1.4498 -0.5642
C -1.9770 -5.1594 1.1945 -0.3061
C -1.6714 -4.2165 2.1854 -0.0203
C -2.1853 -4.4305 3.4806 -0.5316
C -2.9959 -5.5286 3.7554 -0.4649
C -0.8803 -3.0874 1.8015 0.0490
C -0.1910 -2.1763 1.3577 0.1870
H -1.3202 -10.0202 3.3817 0.3030
H -1.5824 -8.5509 4.3767 0.2729
H -1.4512 -8.4236 2.6136 0.2956
H -3.0234 -6.9510 0.6395 0.3877
H -1.5415 -5.0126 0.2226 0.5331
H -1.9574 -3.7168 4.2535 0.4927
H -3.3839 -5.7124 4.7462 0.4607
O -2.2611 -1.3757 -0.4501 -0.4488
B -1.1220 -0.5152 -0.3937 0.4907
O -1.5420 0.7636 -0.8210 -0.0245
C -2.8641 0.6810 -1.1534 0.3160
C -3.6646 1.6760 -1.6715 -0.6911
C -4.9870 1.3213 -1.9494 -0.8727
C -5.4520 0.0374 -1.6806 -0.5387
C -4.6239 -0.9421 -1.1604 -1.2437
C -3.3040 -0.6058 -0.9203 0.8304
H -3.2859 2.6708 -1.8683 0.4705
H -5.6514 2.0857 -2.3471 0.4323
H -6.4930 -0.2055 -1.9114 0.3674
H -4.9959 -1.9336 -0.9688 0.5466
```

Output
⟨S²⟩ = 3.7813
spin multiplicity = 4
HOMO level (spin up / spin down) = -6.6 / -7.7 eV
net charge = 0
frontier orbital gap (spin up / spin down) = 0.207 / 0.243 Eh
energy relative to the best compared isomer or geometry (same formula, charge and spin) = 0.0 kcal/mol
lowest unoccupied orbital energy (spin up / spin down) = -0.99 / -1.09 eV